No. 1
ORCA calculation (ωB97M-V/def2-TZVPD) on a cluster of 8 separate species, C50H54BN8O19 in total at a distorted geometry.

The geometry in XYZ format:
```
132
Properties=species:S:1:pos:R:3:mulliken_charge:R:1
C 9.63531 -0.94652 -2.82382 -0.945
C 9.29728 -1.52989 -4.19605 -0.335
O 9.05764 -0.58190 -5.22220 -0.485
C 8.11699 0.43013 -4.88287 -0.616
C 6.77028 -0.05712 -4.28823 -0.188
O 5.70547 0.55628 -4.98872 -0.458
C 5.25261 1.77430 -4.40218 -0.207
C 3.76051 1.67685 -4.11799 -0.617
O 3.55266 0.82046 -3.01894 -0.252
C 2.14488 0.76863 -2.60628 -0.480
N 1.64369 -0.55144 -2.56076 -0.423
B 0.99044 -0.87011 -3.75564 0.670
O -0.35227 -0.36432 -3.99356 -0.481
O 1.55080 -1.66837 -4.80631 -0.632
C 1.39117 -3.04449 -4.54724 -0.757
H 8.88023 -0.27456 -2.41453 0.277
H 9.69000 -1.79601 -2.12876 0.344
H 10.63823 -0.51158 -2.82070 0.280
H 10.17810 -2.09707 -4.52139 0.331
H 8.48448 -2.26666 -4.14627 0.291
H 8.56811 1.19121 -4.22568 0.295
H 7.88076 0.95409 -5.81293 0.410
H 6.62290 -1.13637 -4.37530 0.293
H 6.75346 0.19943 -3.22123 0.316
H 5.81638 2.09438 -3.51619 0.182
H 5.38480 2.55949 -5.15185 0.230
H 3.30971 2.66367 -3.97340 0.516
H 3.26201 1.25614 -5.01360 0.463
H 2.09867 1.15580 -1.56449 -0.100
H 1.52576 1.45586 -3.22460 0.278
H -0.25786 0.26962 -4.71704 0.195
H 0.35825 -3.38297 -4.73354 0.241
H 1.66351 -3.29017 -3.50909 0.275
H 2.06874 -3.60440 -5.20427 0.207
C -6.81423 0.54257 -3.94148 -0.579
C -6.44178 1.76421 -3.39633 -0.357
C -5.14364 1.95576 -2.94528 -0.424
C -4.23452 0.91942 -3.04999 -0.048
C -4.59233 -0.30454 -3.58431 -0.251
C -5.89216 -0.49219 -4.03167 -0.431
N -2.84708 1.12145 -2.59224 1.030
O -2.57072 2.21585 -2.11099 -0.653
O -2.08049 0.20153 -2.73421 -0.483
H -7.82714 0.39637 -4.29781 0.439
H -7.16212 2.56881 -3.32474 0.373
H -4.85163 2.90512 -2.52060 0.465
H -3.87145 -1.10708 -3.65624 0.512
H -6.18485 -1.44467 -4.45348 0.383
C 4.86287 7.22766 -9.09761 -0.404
C 3.53331 7.34727 -8.71493 -0.412
C 3.05399 6.62331 -7.63460 -0.434
C 3.91817 5.79019 -6.94837 0.113
C 5.24277 5.65451 -7.32081 -0.184
C 5.71523 6.37919 -8.40376 -0.558
N 3.41970 5.03747 -5.78609 0.990
O 2.24800 5.16095 -5.49545 -0.615
O 4.21447 4.33952 -5.18858 -0.577
H 5.23605 7.79816 -9.93875 0.370
H 2.86996 8.00748 -9.25742 0.364
H 2.01972 6.71577 -7.33671 0.453
H 5.90667 4.99617 -6.77907 0.450
H 6.74986 6.28454 -8.70466 0.369
C -8.54339 -1.03388 0.72884 -0.655
C -9.68257 -1.49926 1.37113 -0.286
C -10.86938 -1.63640 0.66843 -0.598
C -10.89589 -1.30679 -0.67592 0.094
C -9.76995 -0.83494 -1.32824 -0.574
C -8.58801 -0.69832 -0.61788 0.001
N -12.14594 -1.47285 -1.43068 1.008
O -13.12364 -1.87092 -0.82697 -0.614
O -12.13197 -1.20570 -2.61635 -0.614
H -7.61789 -0.93439 1.28112 0.441
H -9.64163 -1.75689 2.41898 0.480
H -11.75543 -1.99896 1.16878 0.432
H -9.80255 -0.57647 -2.37669 0.529
H -7.69878 -0.33306 -1.11565 0.357
C -9.14200 -6.28435 6.72454 -0.504
C -8.36432 -6.74232 5.66810 -0.421
C -7.91346 -5.85654 4.70273 -0.362
C -8.24692 -4.51824 4.81271 0.064
C -9.02711 -4.04795 5.85392 -0.205
C -9.47661 -4.93962 6.81449 -0.561
N -7.74864 -3.57140 3.80546 1.094
O -7.08174 -4.01281 2.89446 -0.604
O -8.03095 -2.39461 3.94573 -0.637
H -9.48719 -6.97715 7.48147 0.413
H -8.10594 -7.79041 5.59906 0.384
H -7.30793 -6.21256 3.88196 0.462
H -9.28409 -3.00121 5.92699 0.461
H -10.08257 -4.58691 7.63580 0.413
C -3.95405 -2.92729 10.29662 -0.418
C -4.29676 -4.09472 10.96651 -0.420
C -5.60305 -4.55531 10.93505 -0.358
C -6.55035 -3.83812 10.22635 0.144
C -6.22651 -2.66974 9.55958 -0.295
C -4.91866 -2.21388 9.59755 -0.479
N -7.93166 -4.33557 10.16925 1.068
O -8.19387 -5.35515 10.77573 -0.623
O -8.73215 -3.70063 9.51099 -0.607
H -2.93157 -2.57300 10.31827 0.379
H -3.54396 -4.64812 11.51126 0.368
H -5.86897 -5.46351 11.45591 0.437
H -6.97571 -2.11608 9.01268 0.435
H -4.65028 -1.30390 9.07853 0.380
C 4.22324 2.70414 0.61457 -0.709
C 4.69733 3.24164 1.80545 -0.420
C 5.83792 4.02950 1.80830 -0.585
C 6.48769 4.27305 0.60992 -0.104
C 6.03058 3.73847 -0.58393 -0.327
C 4.89145 2.94842 -0.57746 0.149
N 7.68288 5.12645 0.60436 1.048
O 8.07362 5.56632 1.67008 -0.632
O 8.21744 5.35056 -0.46507 -0.626
H 3.33021 2.09194 0.61188 0.474
H 4.17542 3.04680 2.73351 0.447
H 6.20526 4.44520 2.73569 0.481
H 6.54806 3.93020 -1.51306 0.578
H 4.51860 2.52229 -1.50092 0.191
C 8.33641 -1.88352 4.14493 -0.424
C 8.89102 -0.71162 4.64318 -0.423
C 8.08005 0.37727 4.91918 -0.359
C 6.71903 0.27376 4.69509 0.160
C 6.15205 -0.88351 4.19278 -0.328
C 6.96951 -1.96761 3.91623 -0.477
N 5.85147 1.41861 5.00665 1.066
O 6.37839 2.43132 5.42414 -0.616
O 4.65842 1.28455 4.82680 -0.604
H 8.97187 -2.73425 3.93425 0.378
H 9.95645 -0.64736 4.81851 0.367
H 8.51135 1.28917 5.30559 0.442
H 5.08834 -0.94978 4.01612 0.449
H 6.53974 -2.87934 3.52438 0.377
```

Orbital gap: 0.1043 hartree
HOMO: -2.7 eV
Charge: -1

---

No. 2
ORCA calculation (ωB97M-V/def2-TZVPD) on a structure of composition C2H6OS at a distorted geometry.

The geometry in XYZ format:
```
10
Properties=species:S:1:pos:R:3:mulliken_charge:R:1
C -0.76617 0.76420 0.08845 -0.395
C 0.76066 0.25452 -0.09289 -0.430
H -0.50981 -1.53077 -0.99071 0.187
H -0.99265 0.85582 1.13541 0.235
H -1.16045 1.52144 -0.62166 0.320
H 1.08662 0.52443 -1.13137 0.244
H 1.64153 0.77109 0.45326 0.335
H 0.82011 -1.40085 1.17490 0.371
O 1.00066 -1.13607 -0.00242 -0.557
S -1.88050 -0.62379 -0.01298 -0.309
```

Orbital gap: 0.3196 hartree
HOMO: -8.6 eV

---

No. 3
ORCA calculation (ωB97M-V/def2-TZVPD) on the ion C10H13N2S with charge +1 at a distorted geometry.

The geometry in XYZ format:
```
26
Properties=species:S:1:pos:R:3:mulliken_charge:R:1
C 3.52452 -0.60595 -0.59869 -0.342
C 3.16346 0.56695 0.10383 -0.855
C 2.58373 -1.58442 -0.99389 -0.726
C 1.82966 0.75296 0.42274 -0.675
C 1.28956 -1.48615 -0.39168 -0.059
C 0.99240 -0.37706 0.32555 0.504
C -1.38930 0.60311 -1.21803 -0.356
C -1.66127 -0.65566 -1.31264 -0.188
C -0.52788 -0.11994 0.93117 -0.277
C -2.16747 1.77568 0.86865 -0.801
N -2.97647 -1.25753 0.83531 -0.561
N -1.08044 1.12944 0.17864 -0.094
S -1.61767 -1.59714 0.22746 0.094
H 4.54391 -0.78771 -0.95365 0.361
H 3.88042 1.18514 0.38195 0.606
H 2.69102 -2.47092 -1.62630 0.386
H 1.55119 1.50245 1.09371 0.416
H 0.51889 -2.25130 -0.54193 0.498
H -1.31593 1.45438 -1.91889 0.475
H -1.86889 -1.30026 -2.25893 0.361
H -0.67947 0.08586 1.96280 0.596
H -3.00718 1.01909 1.07645 0.326
H -1.82819 2.23573 1.81356 0.359
H -2.74060 2.61010 0.28224 0.314
H -3.49109 -2.15148 1.14940 0.257
H -0.21691 1.72463 0.16117 0.380
```

Orbital gap: 0.3498 hartree
HOMO: -12.9 eV
Charge: +1

---

No. 4
ORCA calculation (ωB97M-V/def2-TZVPD) on the molecule C6H14O at a distorted geometry.

The geometry in XYZ format:
```
21
Properties=species:S:1:pos:R:3:mulliken_charge:R:1
C -2.06608 1.23162 0.25448 -0.670
O -2.76684 -0.01966 0.10066 -0.556
C -0.73805 1.19767 -0.48635 -0.724
C 0.25761 0.19690 0.11032 0.994
C 1.59524 0.87889 0.46781 -1.890
C 0.36733 -1.07357 -0.70028 -0.563
C 1.41038 -2.04978 -0.16358 -1.282
H -1.83671 1.35609 1.31125 0.390
H -2.71915 2.01255 -0.14086 0.327
H -2.79981 -0.50923 0.93306 0.316
H -0.92314 0.95682 -1.53452 0.354
H -0.33672 2.21918 -0.46608 0.340
H -0.12118 -0.07920 1.10948 0.057
H 2.21284 1.01954 -0.42402 0.346
H 2.15879 0.25219 1.15477 0.415
H 1.37096 1.85272 0.89699 0.499
H 0.55075 -0.89808 -1.76432 0.364
H -0.61070 -1.55124 -0.60703 0.283
H 1.48239 -2.95116 -0.77841 0.384
H 1.10544 -2.44058 0.82224 0.306
H 2.40664 -1.60167 -0.09562 0.310
```

Orbital gap: 0.4067 hartree
HOMO: -10.1 eV
SMILES: CC[C@@H](C)CCO

---

no.,molar mass (g/mol)
1,1081.8
2,78.1
3,193.3
4,102.2